ORCA calculation (ωB97M-V/def2-TZVPD) on 2 unconnected molecules or ions with the total composition C8H16Si in a non-equilibrium geometry.

Calculated values
**SMILES**: C=C=[SiH]C(C)C.C=CC
**Highest occupied orbital energy**: -7.75 eV
**Energy above the lowest of the compared OMol25 structures with the same formula, charge and spin**: 602.64 kJ/mol
**Max |F|**: 5.1 eV Å⁻¹
**HOMO-LUMO gap**: 8.19 eV

Each line ends with the natural charge from an NBO analysis.
Atoms and positions in Å:
C: -3.066 2.083 0.710  -0.417
C: -1.798 1.663 0.601  -0.541
Si: -0.390 0.565 0.781  1.109
C: 0.765 0.718 2.203  -0.685
C: 0.081 1.210 3.574  -0.596
C: 1.785 1.872 1.909  -0.596
H: -3.785 1.477 1.033  0.191
H: -3.346 3.022 0.355  0.195
H: 0.075 0.026 -0.473  -0.155
H: 1.432 -0.095 2.422  0.248
H: 0.812 0.982 4.301  0.209
H: -0.093 2.229 3.738  0.211
H: -0.996 0.716 3.667  0.209
H: 1.431 2.837 1.812  0.211
H: 2.066 1.641 0.906  0.200
H: 2.714 1.919 2.556  0.207
C: 1.483 -1.982 -3.366  -0.414
C: 0.626 -2.954 -3.156  -0.185
C: -0.827 -2.737 -3.198  -0.659
H: 2.595 -2.154 -3.485  0.193
H: 1.266 -1.039 -3.852  0.197
H: 0.943 -4.031 -3.014  0.205
H: -1.559 -2.908 -2.327  0.236
H: -1.137 -1.638 -3.605  0.210
H: -1.079 -3.424 -4.089  0.219

***

ORCA calculation (ωB97M-V/def2-TZVPD) on a molecular structure, C8H17BBr3NO3P in a non-equilibrium geometry.

Calculated values
**Highest occupied orbital energy**: -3.26 eV
**Max |F|**: 1.4 eV Å⁻¹
**HOMO-LUMO gap**: 5.16 eV
**Net charge**: -1

Each line ends with the natural charge from an NBO analysis.
Atoms and positions in Å:
C: 2.433 -0.467 0.461  -0.598
C: 1.681 0.451 -0.512  -0.750
B: 0.215 0.984 -0.085  0.886
O: -0.291 1.935 -1.029  -0.937
C: -0.524 0.584 1.160  -1.068
C: -0.500 -0.938 1.444  -0.375
C: -1.810 -1.580 1.921  -0.418
C: -2.881 -1.865 0.850  -0.526
C: -2.375 -2.148 -0.535  0.814
O: -2.733 -1.615 -1.545  -0.578
O: -1.464 -3.184 -0.558  -0.734
P: -2.048 1.420 1.240  1.385
N: -2.890 1.433 2.602  -1.393
H: 2.163 -1.514 0.311  0.188
H: 2.200 -0.208 1.494  0.215
H: 3.518 -0.410 0.316  0.181
H: 2.263 1.362 -0.690  0.208
H: 1.612 -0.050 -1.492  0.187
H: -0.115 1.635 -1.923  0.470
H: 0.229 -1.159 2.236  0.187
H: -0.127 -1.498 0.581  0.162
H: -1.573 -2.519 2.429  0.188
H: -2.258 -0.919 2.665  0.257
H: -3.477 -2.736 1.145  0.224
H: -3.576 -1.030 0.756  0.233
H: -0.736 -2.926 -1.136  0.490
H: -2.923 1.074 0.164  -0.145
H: -1.674 2.714 0.830  -0.098
H: -3.848 1.144 2.429  0.339
C: 4.361 2.473 -3.192  -0.503
Br: 2.904 1.591 -4.079  0.095
Br: 3.748 3.731 -1.880  0.112
Br: 5.592 1.204 -2.432  0.082
H: 4.900 3.030 -3.945  0.219

***

ORCA calculation (ωB97M-V/def2-TZVPD) on 2 unconnected molecules or ions with the total composition C8H17Cl3FN4 in a non-equilibrium geometry.

Calculated values
**Highest occupied orbital energy**: -13.18 eV
**Energy above the lowest of the compared OMol25 structures with the same formula, charge and spin**: 484.99 kJ/mol
**Max |F|**: 6.1 eV Å⁻¹
**HOMO-LUMO gap**: 8.79 eV
**Net charge**: +1

Each line ends with the natural charge from an NBO analysis.
Atoms and positions in Å:
C: 2.256 -2.571 1.219  -0.671
C: 1.023 -1.496 1.320  -0.244
N: 0.545 -0.936 0.000  -0.493
C: 0.008 -1.995 -0.936  -0.307
C: -1.566 -2.344 -0.548  0.288
C: -2.302 -1.273 0.492  -0.700
N: -2.268 -3.416 -1.053  -0.578
C: 1.556 -0.025 -0.659  0.701
N: 2.700 -0.522 -1.567  -0.783
N: 1.450 1.330 -0.464  0.052
C: 0.419 2.048 0.378  -0.510
F: 2.393 2.122 -1.090  -0.140
H: 1.779 -3.605 0.864  0.227
H: 3.086 -2.269 0.433  0.214
H: 2.719 -2.809 2.293  0.264
H: 1.412 -0.566 1.957  0.219
H: 0.161 -1.995 1.971  0.250
H: -0.047 -1.484 -2.014  0.238
H: 0.688 -2.939 -1.061  0.240
H: -1.986 -0.199 0.114  0.218
H: -3.475 -1.427 0.421  0.249
H: -1.960 -1.463 1.595  0.235
H: -3.222 -3.361 -0.615  0.351
H: 2.479 -0.139 -2.535  0.416
H: 2.660 -1.558 -1.684  0.409
H: -0.448 1.377 0.787  0.282
H: -0.098 2.909 -0.255  0.282
H: 0.913 2.568 1.329  0.264
C: -2.247 5.184 -0.051  -0.283
Cl: -2.795 6.666 -0.852  0.053
Cl: -2.279 3.818 -1.179  0.005
Cl: -0.621 5.402 0.617  0.011
H: -2.931 4.965 0.773  0.239